[1]
{"formula": "C17H18N2O5", "method": "ωB97M-V with the def2-TZVPD basis set", "elements": ["O", "O", "O", "O", "O", "N", "N", "C", "C", "C", "C", "C", "C", "C", "C", "C", "C", "C", "C", "C", "C", "C", "C", "C", "H", "H", "H", "H", "H", "H", "H", "H", "H", "H", "H", "H", "H", "H", "H", "H", "H", "H"], "positions_angstrom": [[7.865, 0.210, 0.045], [7.189, -1.914, 0.121], [-5.110, -2.361, -0.125], [-3.080, 2.086, -0.050], [-5.446, 0.530, 0.144], [1.643, 1.231, -0.064], [0.580, 0.431, -0.048], [4.000, 1.641, -0.054], [-5.722, 0.842, 1.495], [-6.422, -1.954, -0.451], [4.465, -1.091, 0.056], [-4.087, -1.471, -0.091], [5.542, -0.200, 0.034], [6.906, -0.739, 0.071], [2.923, 0.747, -0.032], [-4.106, 2.755, -0.758], [-1.773, 0.121, -0.064], [-0.590, 0.944, -0.071], [5.292, 1.172, -0.021], [-4.200, -0.076, -0.018], [-1.685, -1.272, -0.066], [3.171, -0.629, 0.023], [-3.047, 0.720, -0.057], [-2.813, -2.049, -0.108], [-4.972, 1.520, 1.915], [-6.699, 1.324, 1.502], [8.734, -0.217, 0.071], [-3.677, 3.710, -1.068], [6.122, 1.861, -0.038], [-6.430, -1.256, -1.290], [-4.980, 2.945, -0.131], [-0.704, -1.717, -0.063], [-6.945, -2.869, -0.730], [2.331, -1.304, 0.040], [4.675, -2.149, 0.099], [1.510, 2.245, -0.096], [-6.932, -1.497, 0.401], [-2.756, -3.125, -0.140], [-4.415, 2.191, -1.640], [3.808, 2.704, -0.096], [-0.738, 2.028, -0.097], [-5.755, -0.063, 2.113]], "multiplicity": 1, "lumo_energy_ev": 0.36, "smiles": "COc1ccc(/C=N/Nc2ccc(C(=O)O)cc2)c(OC)c1OC", "total_charge": 0}

[2]
{"formula": "C25H25F2NO2", "method": "ωB97M-V with the def2-TZVPD basis set", "elements": ["F", "F", "O", "O", "N", "C", "C", "C", "C", "C", "C", "C", "C", "C", "C", "C", "C", "C", "C", "C", "C", "C", "C", "C", "C", "C", "C", "C", "C", "C", "H", "H", "H", "H", "H", "H", "H", "H", "H", "H", "H", "H", "H", "H", "H", "H", "H", "H", "H", "H", "H", "H", "H", "H", "H"], "positions_angstrom": [[3.695, -1.475, -0.124], [-3.411, -3.758, -4.960], [-2.520, -0.589, 0.361], [-1.566, -0.133, 2.887], [-0.212, 2.682, 2.520], [4.442, 1.567, 0.855], [-0.287, -0.620, -0.614], [-3.325, -3.274, -2.657], [2.435, 1.676, 2.189], [4.056, 2.711, 0.175], [-2.924, -2.426, -1.641], [2.388, -1.189, -0.281], [3.632, 1.055, 1.850], [-1.953, -0.934, -3.251], [-1.999, 0.993, 2.163], [-2.242, -1.252, -1.930], [0.106, -1.724, 0.132], [-2.343, -1.774, -4.277], [-0.833, 1.790, 1.555], [-3.000, 0.521, 1.086], [2.866, 3.334, 0.503], [-3.025, -2.935, -3.963], [1.558, 1.078, 3.255], [0.775, 3.539, 1.887], [1.447, -2.011, 0.312], [2.053, 2.829, 1.509], [2.024, -0.089, -1.037], [-1.766, -0.339, -0.813], [0.680, 0.191, -1.197], [0.401, 2.005, 3.650], [-1.421, -0.024, -3.482], [-2.524, 1.644, 2.871], [-0.364, 1.433, 4.173], [1.013, 4.341, 2.597], [-0.647, -2.358, 0.573], [-3.899, 0.153, 1.590], [0.385, 1.057, -1.770], [1.153, 0.130, 2.886], [4.681, 3.115, -0.608], [-1.230, 2.424, 0.757], [-3.279, 1.346, 0.421], [2.785, 0.536, -1.475], [0.766, 2.787, 4.322], [-1.898, 0.705, -1.128], [-0.110, 1.090, 1.110], [-2.129, -1.539, -5.308], [1.765, -2.860, 0.895], [0.327, 4.007, 1.006], [3.928, 0.160, 2.378], [-3.860, -4.187, -2.447], [2.156, 0.846, 4.139], [5.368, 1.071, 0.605], [-1.467, -0.852, 2.246], [-3.152, -2.662, -0.614], [2.561, 4.229, -0.022]], "multiplicity": 1, "lumo_energy_ev": 0.64, "smiles": "O[C@H](COC(c1ccc(F)cc1)c1ccc(F)cc1)CN1CCc2ccccc2C1", "total_charge": 0}

[3]
{"formula": "C6H13N", "method": "ωB97M-V with the def2-TZVPD basis set", "elements": ["N", "C", "C", "C", "C", "C", "C", "H", "H", "H", "H", "H", "H", "H", "H", "H", "H", "H", "H", "H"], "positions_angstrom": [[2.205, 1.027, -1.932], [0.811, -0.380, -0.493], [-1.129, -0.396, 1.183], [-1.810, 0.931, 1.418], [-0.733, -1.171, 2.189], [-0.703, -0.668, -0.289], [0.972, 0.269, -1.846], [-2.012, 1.082, 2.465], [-0.117, -2.059, 2.126], [-2.657, 1.034, 0.763], [1.178, 0.179, 0.380], [-1.421, -0.142, -0.912], [1.439, -1.299, -0.345], [0.054, 0.740, -2.262], [2.930, 0.670, -2.547], [1.113, -0.499, -2.645], [-0.712, -1.743, -0.427], [-1.066, 1.696, 1.124], [2.467, 1.684, -1.204], [-0.809, -0.955, 3.253]], "multiplicity": 2, "lumo_energy_ev": [-3.39, -8.56], "total_charge": 1}

Calculated energy relative to the best compared isomer or geometry (same formula, charge and spin), 88.4; 0.8; 55.7 kcal/mol (same order as the records).
Calculated strongest force on any atom, 1.291; 0.759; 3.084 eV Å⁻¹ (same order as the records).
Calculated total energy, -1144.26520; -1372.61569; -290.78994 Eh (same order as the records).